Entry 1:
Here is the molecule C6H7BrN2O at a distorted geometry from the Open Molecules 2025 dataset. Energies are from ωB97M-V/def2-TZVPD.

CARTESIAN COORDINATES (ANGSTROEM)
C (-2.77, -0.45, 0.11)
C (-0.23, -1.03, -0.10)
O (0.94, -0.03, 1.74)
H (2.43, 0.98, -0.18)
C (1.47, 0.71, -0.60)
H (-0.03, -3.11, -0.21)
C (0.27, 1.43, -0.17)
C (-0.71, -2.27, -0.07)
H (-3.86, -2.19, -0.04)
N (-1.98, -2.67, -0.07)
H (0.60, 0.71, 2.25)
H (-0.56, 1.54, -0.85)
Br (-4.33, 0.61, 0.05)
H (1.51, 0.26, -1.58)
C (0.51, 0.04, 0.42)
H (0.39, 2.25, 0.53)
N (-2.95, -1.73, 0.01)

Output
Electronic energy in eV: -81399.0594
Multiplicity: 1
E_LUMO in eV: -0.441
HOMO in eV: -7.838
Maximum force in eV/A: 2.09
ΔE to the lowest compared entry with this formula, charge and spin in kJ/mol: 523.4
Frontier orbital gap in eV: 7.397

Entry 2:
Here is the molecule C4H7NO at a distorted geometry from the Open Molecules 2025 dataset. Energies are from ωB97M-V/def2-TZVPD.

CARTESIAN COORDINATES (ANGSTROEM)
C (0.57, 0.03, 0.16)
H (1.75, 1.55, 0.38)
H (-1.54, 1.71, 0.45)
H (-1.78, 1.05, -1.18)
C (1.57, -1.05, -0.10)
O (-1.21, -1.55, 0.25)
N (0.78, 1.26, 0.35)
H (1.49, -1.37, -1.14)
H (2.59, -0.72, 0.10)
C (-0.89, -0.39, 0.15)
H (1.33, -1.91, 0.52)
H (-2.84, 0.55, 0.17)
C (-1.83, 0.83, -0.11)

Output
SMILES: [H]/N=C(\C)C(C)=O
Electronic energy in eV: -7798.5506
Multiplicity: 1
E_LUMO in eV: 0.425
HOMO in eV: -9.528
Maximum force in eV/A: 1.70
ΔE to the lowest compared entry with this formula, charge and spin in kJ/mol: 105.5
Frontier orbital gap in eV: 9.953

Entry 3:
Here is C38H33GeN6O5SSe4Zr as an isolated structure at a distorted geometry from the Open Molecules 2025 dataset. Energies are from ωB97M-V/def2-TZVPD.

CARTESIAN COORDINATES (ANGSTROEM)
C (0.35, -5.05, 2.73)
H (0.62, 5.07, 2.59)
Ge (1.11, 4.22, 0.31)
H (2.09, -5.48, 4.00)
C (-0.02, -3.81, 3.27)
C (-3.93, -2.94, 1.75)
C (-0.02, -5.42, 1.40)
H (-1.29, -2.10, 3.02)
H (-5.78, -3.78, 2.38)
O (0.18, 0.44, -1.26)
C (3.21, 2.30, 1.25)
H (-0.81, -6.90, -1.02)
Se (4.71, 1.27, 6.69)
C (2.13, 2.86, -2.73)
N (-3.56, -0.60, -1.19)
C (0.18, 6.51, -2.83)
H (-3.60, 1.32, -3.94)
H (4.59, 0.99, 2.13)
C (0.80, 4.64, -1.57)
N (1.62, -2.06, -0.26)
O (-1.76, 1.81, -0.46)
H (-6.16, -1.01, -0.86)
H (3.29, 5.45, -5.47)
C (-3.43, 0.63, -3.13)
C (3.11, 2.57, -3.70)
N (-2.21, -0.65, -1.65)
O (-0.51, 0.22, 0.95)
Se (5.73, -0.99, 4.06)
C (3.61, 3.59, -4.54)
H (-0.85, 4.53, 1.72)
H (1.39, -6.93, 3.21)
Se (6.45, -0.28, 6.33)
C (2.81, 3.64, 1.03)
C (2.96, 4.77, -4.67)
H (1.67, 2.05, -2.11)
H (-5.27, 0.44, -1.81)
H (2.62, 1.46, 0.74)
H (0.52, -6.24, 4.53)
C (4.75, 4.38, 2.32)
C (0.07, 5.15, 1.58)
C (-5.51, -1.63, -0.20)
N (-1.97, -2.41, 0.35)
H (-7.88, -1.68, 1.64)
H (6.17, 2.81, 2.84)
C (1.59, 4.17, -2.65)
H (-0.41, 7.41, -2.88)
C (-0.16, 5.55, -1.88)
C (-6.09, -2.50, 0.72)
C (-4.25, 0.21, -2.04)
C (1.12, -5.95, 3.64)
H (-1.00, 5.65, -1.21)
H (-3.21, -3.44, 2.38)
O (4.03, -1.97, 0.10)
C (2.85, -2.14, -0.03)
N (-0.65, -4.73, -0.80)
O (0.50, 2.36, 0.11)
H (-0.39, -3.59, -3.84)
C (-0.70, -5.61, -2.92)
N (-0.54, -3.61, -1.75)
H (5.43, 5.16, 2.68)
C (1.26, 6.35, -3.66)
C (3.58, 4.63, 1.64)
C (4.35, 2.06, 2.00)
H (-8.05, -3.45, 1.26)
C (-7.58, -2.49, 0.90)
S (-0.49, 1.24, -0.11)
C (1.96, 5.15, -3.70)
C (-5.26, -3.14, 1.69)
H (-8.07, -2.15, -0.02)
H (-1.21, -0.01, -3.34)
C (-0.58, -4.43, 0.60)
H (1.52, 7.17, -4.26)
Zr (-0.36, -1.59, -0.62)
C (5.20, 3.07, 2.42)
H (-0.18, 6.19, 1.36)
C (-0.54, -4.21, -2.98)
Se (5.77, -3.18, 3.88)
H (0.15, -3.57, 4.32)
C (-4.10, -1.51, -0.23)
H (0.23, -6.36, 0.92)
C (-0.79, -5.90, -1.55)
H (-0.97, -6.20, -3.79)
H (3.16, 5.63, 1.64)
C (-3.26, -2.22, 0.72)
C (-2.15, -0.02, -2.84)
H (4.47, 3.41, -5.20)
C (-1.04, -3.18, 1.13)
H (3.48, 1.60, -3.78)
C (-0.87, -2.99, 2.54)

Output
Electronic energy in eV: -389136.6370
Multiplicity: 2
E_LUMO in eV: 2.837
Charge: -2
HOMO in eV: 0.730
Maximum force in eV/A: 4.90
ΔE to the lowest compared entry with this formula, charge and spin in kJ/mol: 0.0
Frontier orbital gap in eV: 2.107

Entry 4:
Here is the molecule C7H9Cl at a distorted geometry from the Open Molecules 2025 dataset. Energies are from ωB97M-V/def2-TZVPD.

CARTESIAN COORDINATES (ANGSTROEM)
C (1.87, 1.34, 0.16)
H (-1.48, 0.22, -1.72)
C (-2.12, -1.16, -0.02)
H (0.20, 2.46, -0.68)
Cl (3.14, -0.91, -0.53)
H (2.77, 1.90, 0.16)
C (0.63, 1.55, -0.23)
H (2.54, -0.14, 1.57)
H (0.35, -1.54, 0.89)
C (2.01, -0.11, 0.54)
C (0.60, -0.61, 0.52)
H (-2.00, -1.29, 1.05)
H (-3.15, -1.22, -0.29)
C (-0.14, 0.32, -0.15)
H (-2.12, 1.01, -0.23)
H (-1.57, -1.97, -0.49)
C (-1.52, 0.16, -0.56)

Output
SMILES: CCC1=C[C@@H](Cl)C=C1
Electronic energy in eV: -19926.0091
Multiplicity: 1
E_LUMO in eV: 0.643
HOMO in eV: -8.599
Maximum force in eV/A: 3.35
ΔE to the lowest compared entry with this formula, charge and spin in kJ/mol: 62.4
Frontier orbital gap in eV: 9.242

Entry 5:
Here is C27H21BrIrN4O3S as an isolated structure at a distorted geometry from the Open Molecules 2025 dataset. Energies are from ωB97M-V/def2-TZVPD.

CARTESIAN COORDINATES (ANGSTROEM)
H (4.38, 5.66, 25.60)
H (-4.07, 6.08, 14.72)
C (-1.53, 4.27, 16.08)
H (2.55, 4.31, 24.72)
C (3.02, 5.07, 24.06)
N (3.45, 7.51, 19.95)
H (5.86, 7.41, 13.64)
C (4.19, 7.15, 22.60)
C (-0.77, 8.07, 22.97)
C (-2.58, 6.82, 15.97)
C (3.67, 7.65, 17.73)
H (5.74, 7.78, 16.10)
H (5.38, 7.52, 24.26)
C (-0.94, 5.26, 16.85)
C (-1.81, 8.68, 17.28)
S (-3.09, 8.46, 16.12)
C (3.73, 7.22, 13.49)
C (-3.18, 5.83, 15.24)
H (3.82, 7.11, 12.41)
H (-1.10, 3.27, 16.09)
C (-2.70, 4.53, 15.33)
C (3.57, 7.62, 16.28)
C (4.88, 7.42, 14.18)
C (-1.89, 7.23, 20.62)
H (1.63, 4.90, 22.43)
C (2.45, 7.17, 14.13)
H (4.69, 7.88, 22.01)
C (-1.88, 7.18, 22.99)
H (-0.01, 7.71, 14.40)
C (4.78, 7.68, 15.58)
H (4.72, 7.58, 18.06)
C (0.08, 7.06, 13.55)
C (4.04, 5.84, 24.59)
H (-0.38, 7.53, 12.69)
H (-0.31, 6.08, 13.77)
H (-2.26, 6.89, 23.96)
Br (-3.98, 5.67, 21.73)
O (1.50, 6.97, 13.22)
H (-0.10, 5.10, 17.43)
H (-0.30, 8.36, 23.90)
C (-2.42, 6.77, 21.78)
H (0.66, 9.04, 21.60)
C (-0.26, 8.43, 21.73)
C (3.10, 6.48, 22.08)
C (2.37, 7.23, 15.57)
C (4.62, 6.86, 23.88)
Ir (0.70, 7.55, 18.67)
C (-1.50, 6.53, 16.76)
H (-1.66, 9.59, 17.91)
N (-0.84, 8.03, 20.59)
O (1.25, 7.07, 16.17)
C (2.62, 6.85, 20.71)
N (-1.09, 7.63, 17.52)
O (1.43, 6.46, 20.35)
C (2.51, 5.44, 22.81)
H (-3.27, 3.76, 14.88)
H (-2.28, 6.87, 19.67)
N (2.84, 7.67, 18.68)

Output
Electronic energy in eV: -124149.3289
Multiplicity: 5
E_LUMO (spin up / spin down) in eV: -2.840 / -5.043
Charge: +1
HOMO (spin up / spin down) in eV: -10.822 / -10.747
Maximum force in eV/A: 2.26
Frontier orbital gap (spin up / spin down) in eV: 7.982 / 5.704

Entry 6:
Here is C37H43ClIIrN3O3Si as an isolated structure at a distorted geometry from the Open Molecules 2025 dataset. Energies are from ωB97M-V/def2-TZVPD.

CARTESIAN COORDINATES (ANGSTROEM)
H (2.55, 0.13, -3.80)
H (-1.58, 2.52, 0.42)
H (-1.07, -2.82, 2.08)
Cl (-2.49, -5.70, -5.13)
C (0.28, 1.40, 3.55)
H (2.97, -0.49, -0.14)
C (-1.01, 1.32, 4.21)
H (4.21, -0.71, -2.42)
N (1.20, -0.42, -1.29)
H (-5.17, -0.47, 1.25)
C (-2.69, -1.93, -3.79)
H (-3.84, 1.60, 1.34)
H (1.78, 7.12, 0.35)
N (-0.90, 0.72, 1.40)
C (-1.58, -4.36, -2.94)
O (-0.20, -2.44, 1.88)
C (2.25, -1.20, -0.55)
H (-2.94, -1.78, 2.87)
H (-1.34, 1.20, -0.70)
H (0.20, -6.35, -0.84)
C (1.44, 5.01, 0.15)
H (-1.10, 1.59, 5.26)
C (2.78, 1.63, 1.94)
H (1.18, 1.43, -2.31)
C (1.35, 6.34, -0.26)
H (-0.17, 3.56, -2.47)
C (0.71, 6.66, -1.44)
H (2.65, 1.13, -1.42)
O (-1.93, -0.90, -1.79)
C (-3.67, -1.79, 2.06)
C (-0.94, 1.67, 0.20)
C (0.89, 4.00, -0.64)
H (4.59, 2.20, 2.83)
H (-4.69, -0.11, 2.89)
C (-0.98, -5.53, -2.43)
C (3.52, 2.38, 2.76)
C (3.50, -1.49, -2.70)
C (3.02, -2.19, -1.43)
H (0.63, -2.18, 3.79)
H (4.05, -2.20, -3.32)
H (3.86, -2.56, -0.86)
C (0.75, -2.80, 2.89)
Si (0.85, 2.24, -0.09)
C (-3.34, 0.63, 1.34)
H (2.39, -3.05, -1.68)
C (-2.04, -1.95, -2.57)
O (-2.94, -2.19, 0.89)
Ir (-0.78, -1.20, -0.08)
C (0.17, 5.66, -2.24)
C (-0.17, -4.25, -0.57)
H (-3.12, 0.38, 0.30)
H (1.94, 4.77, 1.08)
C (0.72, 2.78, 2.85)
H (-1.08, -6.46, -2.98)
C (-2.83, -3.09, -4.57)
H (1.20, 4.43, 4.24)
H (1.75, -2.63, 2.48)
I (-3.47, -0.11, -4.42)
H (-3.08, 0.93, 3.98)
H (3.25, 0.85, 1.35)
C (1.56, 1.02, -1.36)
H (-0.19, 3.31, 2.53)
H (-0.33, 5.91, -3.17)
C (0.39, 0.74, 2.17)
H (0.65, -3.85, 3.16)
H (-4.42, -2.54, 2.30)
H (0.83, -0.26, 2.16)
H (1.80, -1.74, 0.29)
C (0.26, 4.34, -1.84)
H (3.62, 4.09, 4.14)
C (-2.06, 0.74, 2.10)
H (1.10, 1.09, 4.19)
H (2.14, -1.45, -4.40)
C (1.32, 1.89, 1.72)
C (-2.11, 0.97, 3.50)
H (0.41, -4.17, 0.34)
C (-2.30, -4.29, -4.16)
H (0.68, -1.96, -2.60)
C (1.63, 3.66, 3.61)
C (2.95, 3.46, 3.56)
H (0.63, 7.69, -1.75)
H (0.24, -0.36, -3.15)
H (-3.36, -3.04, -5.51)
C (-0.28, -5.47, -1.25)
H (-3.53, -2.14, 0.13)
C (-4.31, -0.42, 1.92)
N (-0.74, -3.15, -1.02)
C (1.03, -0.93, -2.67)
C (-1.45, -3.18, -2.18)
C (2.32, -0.89, -3.49)

Output
Electronic energy in eV: -81002.5339
Multiplicity: 2
E_LUMO (spin up / spin down) in eV: -7.447 / -7.354
Charge: +2
HOMO (spin up / spin down) in eV: -12.325 / -12.364
Maximum force in eV/A: 2.74
ΔE to the lowest compared entry with this formula, charge and spin in kJ/mol: 248.9
Frontier orbital gap (spin up / spin down) in eV: 4.878 / 5.011